A molecular structure, C32H64BGeN8O3Rb in a non-equilibrium geometry, computed with the ωB97M-V functional and the def2-TZVPD basis.

Structure (ORCA input):
```
! RIJCOSX wB97M-V def2-TZVPD def2/J DEFGRID3
* xyz 1 2
Rb -0.06 0.08 -0.10
C -2.30 4.35 3.04
C -2.11 2.85 2.78
C -1.00 2.30 3.68
C -3.43 2.12 3.06
O -1.78 2.61 1.44
Ge -0.71 3.69 0.32
O -1.18 2.85 -1.28
C -2.39 3.00 -1.97
C -3.34 1.84 -1.63
C -3.08 4.33 -1.61
C -2.06 3.01 -3.47
O 0.99 2.91 0.60
C 2.22 3.40 0.14
C 2.15 4.88 -0.23
C 2.66 2.60 -1.09
C 3.23 3.24 1.29
H -2.64 4.54 4.06
H -1.35 4.87 2.88
H -3.04 4.76 2.35
H -1.24 2.45 4.73
H -0.88 1.24 3.47
H -0.07 2.82 3.44
H -3.74 2.26 4.09
H -4.21 2.51 2.40
H -3.31 1.06 2.85
H -3.50 1.83 -0.55
H -4.29 1.98 -2.13
H -2.90 0.89 -1.93
H -3.30 4.34 -0.54
H -2.43 5.16 -1.84
H -4.01 4.44 -2.16
H -1.65 2.05 -3.76
H -2.96 3.21 -4.05
H -1.32 3.78 -3.67
H 1.42 5.03 -1.03
H 1.84 5.47 0.63
H 3.12 5.24 -0.57
H 1.92 2.71 -1.87
H 3.62 2.95 -1.46
H 2.75 1.54 -0.82
H 2.85 3.74 2.18
H 3.38 2.19 1.51
H 4.19 3.69 1.01
C 4.60 -0.87 3.10
C 4.01 -0.75 1.69
C 5.08 -0.31 0.69
C 3.42 -2.05 1.24
C 4.02 -3.32 1.25
C 3.06 -4.14 0.71
N 1.97 -3.41 0.41
N 2.19 -2.13 0.73
B 0.75 -4.00 -0.30
N 0.62 -3.43 -1.73
C 0.59 -4.23 -2.81
C 0.47 -3.44 -3.93
C 0.47 -2.12 -3.43
N 0.55 -2.15 -2.10
C 0.37 -0.90 -4.28
C -1.08 -0.73 -4.76
C 0.87 0.36 -3.57
N -0.55 -3.81 0.48
C -1.33 -4.84 0.85
C -2.44 -4.34 1.49
C -2.26 -2.95 1.46
N -1.11 -2.66 0.85
C -3.15 -1.89 2.01
C -3.26 -2.02 3.54
C -4.54 -1.98 1.37
H 4.82 0.11 3.50
H 5.52 -1.45 3.08
H 3.90 -1.38 3.77
H 3.20 -0.01 1.70
H 5.86 -1.08 0.64
H 5.54 0.62 1.00
H 4.65 -0.19 -0.30
H 5.00 -3.58 1.59
H 3.08 -5.20 0.53
H 0.93 -5.17 -0.39
H 0.64 -5.29 -2.73
H 0.43 -3.74 -4.95
H 0.99 -1.08 -5.17
H -1.76 -0.63 -3.92
H -1.38 -1.61 -5.34
H -1.16 0.14 -5.41
H 0.20 0.63 -2.76
H 0.94 1.18 -4.27
H 1.86 0.16 -3.16
H -1.06 -5.85 0.64
H -3.26 -4.89 1.90
H -2.71 -0.91 1.76
H -3.68 -2.98 3.80
H -3.89 -1.23 3.95
H -2.27 -1.94 3.99
H -5.00 -2.94 1.59
H -4.45 -1.88 0.29
H -5.19 -1.19 1.74
N 0.75 -1.18 6.74
C 0.21 -0.83 5.39
C 0.86 -1.69 4.29
N 0.46 -1.14 3.02
H 0.31 -0.63 7.48
H 1.77 -1.00 6.75
H 0.60 -2.18 6.92
H 0.43 0.22 5.16
H -0.87 -0.96 5.39
H 0.59 -2.75 4.44
H 1.94 -1.60 4.39
H 1.14 -1.36 2.29
H -0.40 -1.55 2.68
*
```

Computed properties:
- E_HOMO (alpha / beta): -9.9 / -9.9 eV
- ΔE to the lowest compared entry with this formula, charge and spin: 10.9 kcal per mole
- Expectation value of S²: 0.756
- Total energy: -110132.1185 eV